# 1
The following is a DFT calculation (ωB97M-V/def2-TZVPD) of C4H8MgO3V as an isolated structure.

E_HOMO (alpha / beta): -0.375 / -0.453 hartree
strongest force on any atom: 1.90 eV Å⁻¹
E: -41544.4782 eV
⟨S²⟩: 6.007
frontier orbital gap (alpha / beta): 4.33 / 6.10 eV
lowest unoccupied orbital energy (alpha / beta): -5.878 / -6.232 eV
molecular weight: 179.35 u

ORCA input file:
```
! wB97M-V def2-TZVPD RIJCOSX def2/J DEFGRID3
* xyz 1 5
O 1.91 -0.99 -0.57
Mg 0.43 -2.09 -0.07
V 0.94 0.74 -0.19
O -0.61 -0.51 0.01
O -0.55 2.10 0.67
C -0.05 3.21 -0.11
C -1.79 1.53 0.26
C 1.09 2.71 -0.94
C -1.75 0.05 0.58
H 0.25 4.00 0.61
H -0.88 3.63 -0.70
H -1.91 1.66 -0.83
H -2.63 2.03 0.77
H 2.72 -1.14 -1.08
H -1.75 -0.10 1.68
H -2.67 -0.42 0.19
H 1.57 3.48 -1.55
*
```



# 2
The following is a DFT calculation (ωB97M-V/def2-TZVPD) of a 3-piece molecular cluster, C6H18NO overall.

E_HOMO: -0.556 hartree
strongest force on any atom: 3.33 eV Å⁻¹
E: -10038.7627 eV
frontier orbital gap: 6.20 eV
lowest unoccupied orbital energy: -8.936 eV
molecular weight: 120.22 u

ORCA input file:
```
! wB97M-V def2-TZVPD RIJCOSX def2/J DEFGRID3
* xyz 1 1
C -0.78 1.26 -2.12
C 0.34 0.46 -1.42
C -0.03 -0.99 -1.08
C 1.29 -1.72 -0.72
C -0.92 -0.92 0.18
C -1.24 -2.24 0.84
N 0.93 1.23 -0.41
H -1.04 0.76 -3.05
H -0.37 2.22 -2.44
H -1.70 1.45 -1.57
H 1.15 0.32 -2.17
H -0.30 -1.41 -2.05
H 1.87 -1.35 0.13
H 1.95 -1.79 -1.59
H 1.01 -2.75 -0.48
H -1.88 -0.49 -0.12
H -0.52 -0.10 0.77
H -1.99 -2.05 1.61
H -0.36 -2.61 1.38
H -1.59 -3.04 0.19
H -1.19 3.02 1.29
H 2.51 2.39 6.11
H 0.76 2.17 -0.80
H 3.14 2.06 5.91
H -0.06 1.98 0.66
O -0.98 2.15 0.94
*
```



Energy above the lowest of the compared OMol25 structures with the same formula, charge and spin per entry: 0.0 163.0 kcal per mole